# 1
# C3H7N2O

A cluster of 2 separate species, C3H7N2O in total (ωB97M-V/def2-TZVPD, the Open Molecules 2025 dataset).

Computed properties:
- frontier orbital gap (eV) = 11.46
- E_HOMO (eV) = -14.815

```
! wB97M-V def2-TZVPD RIJCOSX def2/J DEFGRID3
* xyz 1 1
C 1.138 1.406 -0.349
C 0.491 0.943 -1.429
N 0.060 -0.357 -1.140
C 0.551 -0.695 0.060
N 1.178 0.341 0.559
H 1.433 2.353 0.059
H 0.207 1.350 -2.380
H 0.039 -1.057 -1.856
H 0.568 -1.735 0.358
H 1.558 0.450 1.485
H -2.058 -0.951 2.234
H -3.051 -1.102 1.119
O -2.114 -0.947 1.280
*
```



# 2
# C29H46CrP2

A structure of composition C29H46CrP2 (ωB97M-V/def2-TZVPD, the Open Molecules 2025 dataset).

Computed properties:
- frontier orbital gap (spin up / spin down) (eV) = 5.22 / 5.98
- E_HOMO (spin up / spin down) (eV) = -9.306 / -9.223
- ⟨S²⟩ = 3.94

```
! wB97M-V def2-TZVPD RIJCOSX def2/J DEFGRID3
* xyz 1 4
Cr -0.801 0.748 -1.436
C -0.844 -2.374 2.517
C 0.426 -2.470 1.888
C 0.603 -0.976 3.624
C -0.734 -1.444 3.585
C 1.328 -1.627 2.591
C -2.073 -3.099 2.130
H -1.828 -4.034 1.611
H -2.706 -2.496 1.459
H -2.672 -3.345 3.016
C -1.822 -1.021 4.488
H -2.581 -1.807 4.574
H -2.325 -0.110 4.129
H -1.426 -0.805 5.488
C 1.130 0.038 4.558
H 0.700 -0.096 5.558
H 0.885 1.060 4.228
H 2.220 -0.039 4.632
C 2.776 -1.464 2.344
H 3.337 -1.518 3.288
H 3.014 -0.491 1.885
H 3.150 -2.251 1.678
C 0.753 -3.331 0.731
H 1.059 -4.341 1.049
H 1.577 -2.911 0.140
H -0.115 -3.447 0.066
C -1.550 1.557 -2.909
C -2.127 0.128 -2.884
C -1.390 -0.851 -3.816
C 0.024 -1.204 -3.282
C 0.346 -0.613 -1.913
C 1.347 0.570 -1.899
C 1.006 1.878 -2.694
C -0.259 1.900 -3.607
H -1.311 -0.405 -4.818
H 0.782 -0.921 -4.031
H -1.983 -1.764 -3.953
H -0.080 1.333 -4.537
H -2.299 2.352 -2.829
H -3.193 0.211 -3.155
H -0.361 2.943 -3.954
H 0.988 2.743 -2.013
H 2.141 0.134 -2.530
H 1.874 2.064 -3.344
H 0.093 -2.301 -3.211
H 0.587 -1.379 -1.163
P -2.848 -0.730 -1.138
C -4.400 0.188 -0.888
C -3.302 -2.431 -1.607
P 4.075 0.782 -0.327
C 2.144 0.831 -0.536
C 4.567 -0.228 -1.782
C 4.470 2.468 -0.949
H -4.183 1.014 -0.195
H -5.147 -0.480 -0.432
H -4.769 0.593 -1.838
H -2.889 -2.724 -2.576
H -4.396 -2.540 -1.621
H -2.886 -3.099 -0.838
H 4.470 2.511 -2.044
H 5.470 2.726 -0.572
H 3.752 3.190 -0.535
H 1.888 1.839 -0.164
H 1.797 0.101 0.219
H 5.522 -0.701 -1.509
H 4.711 0.393 -2.674
H 3.830 -1.019 -1.965
C -0.746 3.662 2.460
C -1.072 2.305 2.626
C -1.198 1.475 1.504
C -0.947 1.991 0.236
C -0.688 3.348 0.053
C -0.568 4.183 1.173
H -0.649 4.307 3.334
H -1.238 1.903 3.627
H -1.494 0.428 1.605
H -0.600 3.754 -0.957
H -0.339 5.240 1.034
*
```



# 3
# C18H23ClN2O3

A structure of composition C18H23ClN2O3 (ωB97M-V/def2-TZVPD, the Open Molecules 2025 dataset).

Computed properties:
- frontier orbital gap (eV) = 8.30
- E_HOMO (eV) = -8.576

```
! wB97M-V def2-TZVPD RIJCOSX def2/J DEFGRID3
* xyz 0 1
O 1.697 3.727 2.207
C 1.944 2.645 1.467
N 1.129 2.027 0.586
C 1.554 0.968 -0.091
C 2.016 -0.023 0.791
C 0.634 -0.490 1.678
O 0.276 -0.211 2.905
N -0.092 -1.285 0.806
C -1.372 -1.782 1.278
H -1.615 -1.483 2.282
C -1.465 -3.409 1.242
H -2.349 -3.710 1.395
C -1.131 -3.484 -0.553
H -1.125 -4.743 -0.479
C 0.260 -2.940 -0.793
H 0.323 -2.923 -1.684
H 0.877 -3.255 -0.212
O 0.054 -1.446 -0.446
H -1.942 -3.353 -1.068
H -0.856 -3.751 1.856
H -2.172 -1.282 0.668
C 2.889 0.465 2.240
C 3.275 1.825 1.835
H 3.777 2.353 2.727
H 4.124 1.780 0.789
H 2.412 0.330 2.967
H 3.796 -0.018 1.952
H 2.403 -1.116 0.491
H 2.392 1.269 -0.573
H 0.671 0.670 -0.660
C -0.129 2.552 0.613
H -0.729 1.921 0.975
H -0.231 3.519 1.214
C -0.656 3.093 -0.909
C -1.161 1.843 -1.588
C -0.531 1.098 -2.585
C -0.828 0.069 -3.440
C -2.270 -0.488 -2.679
C -2.748 -0.064 -1.701
C -2.284 1.085 -0.924
H -3.023 1.541 -0.264
H -3.732 -0.479 -1.132
Cl -2.581 -1.890 -3.563
H -0.445 -0.108 -4.228
H 0.489 1.780 -3.019
H -1.573 3.668 -0.892
H 0.048 3.507 -1.478
*
```



# 4
# C38H21BrCl2F4N5O6PSn

A structure of composition C38H21BrCl2F4N5O6PSn (ωB97M-V/def2-TZVPD, the Open Molecules 2025 dataset).

Computed properties:
- frontier orbital gap (eV) = 6.02
- E_HOMO (eV) = -7.248

```
! wB97M-V def2-TZVPD RIJCOSX def2/J DEFGRID3
* xyz 0 1
Sn 12.465 9.152 16.306
O 15.544 6.710 13.317
C 14.704 7.321 14.211
O 13.671 7.922 13.849
C 15.170 7.219 15.642
C 16.526 7.161 15.925
C 16.930 7.256 17.255
C 16.008 7.239 18.272
C 14.673 7.371 17.933
N 14.306 7.395 16.621
C 13.463 7.453 18.785
O 13.467 6.787 19.953
O 12.434 8.081 18.528
H 15.145 6.815 12.387
H 17.294 7.131 15.123
H 17.973 7.157 17.509
H 16.228 7.138 19.337
H 14.349 6.370 20.078
Cl 10.125 5.245 14.056
C 9.316 6.422 15.030
C 7.949 6.407 15.204
C 7.322 7.325 16.043
Cl 5.643 7.053 16.517
C 8.028 8.404 16.568
C 7.412 9.405 17.389
C 8.182 10.492 17.797
C 9.524 10.623 17.373
N 10.130 9.647 16.643
C 9.415 8.527 16.319
C 10.095 7.504 15.604
O 11.366 7.585 15.398
H 7.374 5.601 14.744
H 6.388 9.280 17.713
H 7.788 11.229 18.462
H 10.165 11.478 17.636
F 12.860 12.838 6.126
C 12.706 11.867 7.045
C 13.122 10.590 6.776
F 13.609 10.398 5.525
C 13.265 9.597 7.768
F 14.021 8.521 7.448
C 12.786 9.767 9.110
P 12.667 8.544 10.531
C 13.849 7.189 10.003
C 13.591 6.078 9.173
C 14.611 5.206 8.801
C 15.921 5.378 9.281
C 16.196 6.444 10.104
C 15.175 7.425 10.412
C 11.079 7.775 10.118
C 10.297 7.623 11.321
C 9.168 6.829 11.321
C 8.762 6.163 10.171
C 9.435 6.430 8.970
C 10.619 7.237 8.943
C 12.191 11.032 9.299
Br 11.804 11.453 11.126
C 12.165 12.063 8.364
F 11.655 13.298 8.717
H 12.623 5.916 8.730
H 14.366 4.447 8.065
H 16.769 4.773 8.916
H 17.236 6.597 10.487
H 15.496 8.284 11.025
H 10.664 8.084 12.226
H 8.640 6.740 12.273
H 8.019 5.367 10.232
H 9.129 6.025 8.038
H 11.068 7.364 7.974
N 12.285 11.931 20.736
C 12.907 11.309 19.695
O 12.332 11.152 18.593
C 14.288 10.881 19.917
C 14.814 10.853 21.163
N 15.316 10.719 22.234
C 14.935 10.680 18.788
N 15.614 10.571 17.823
H 12.846 12.452 21.435
H 11.406 12.382 20.544
*
```



In eV, the total energy values for the records above are, in order, -8245.6996 -77805.8654 -40664.9971 -180558.6696.